A.
The following is a quantum chemistry calculation of C5H8S as an isolated structure, from OMol25.

* LUMO level: 1.047 eV
* orbital gap: 9.25 eV

```
! RIJCOSX wB97M-V def2-TZVPD def2/J DEFGRID3
* xyz 0 1
C -0.32029 1.35176 1.02289
C -0.88471 0.75589 -0.32998
C 0.17242 -0.26259 -0.59399
C 0.81057 -1.58217 -0.95569
C 0.40707 -1.12079 0.56523
H 0.18958 2.32989 0.67882
H -1.12895 1.81460 1.65121
H -0.80593 1.63859 -1.08882
H -1.97264 0.45677 -0.26577
H 1.10790 0.34582 -0.77465
H 0.17202 -2.50205 -1.31385
H 1.74222 -1.66474 -1.39452
H -0.42736 -1.79192 1.15580
S 0.93809 0.23094 1.64330
*
```

B.
The following is a quantum chemistry calculation of one molecule with the formula C5H8S, from OMol25.

* LUMO level: 1.002 eV
* orbital gap: 9.49 eV

```
! RIJCOSX wB97M-V def2-TZVPD def2/J DEFGRID3
* xyz 0 1
C 0.91267 -0.96405 -0.94832
S -0.48344 -2.05158 -0.13273
C -1.17211 -0.63662 0.83760
C -0.68742 0.63378 0.05258
C 0.37181 1.68886 0.05089
C 0.79006 0.26492 -0.08048
H 1.78499 -1.63834 -0.84319
H 0.65943 -0.83531 -1.98337
H -2.24054 -0.87767 0.90685
H -0.80469 -0.69300 1.81590
H -1.18878 0.61738 -0.88701
H 0.08329 2.47070 -0.70568
H 0.80750 2.15373 1.02341
H 1.16721 -0.13282 0.89356
*
```

Most stable to least stable, the ends of the list are B and A.

A.
The following is a quantum chemistry calculation of a 2-piece molecular cluster, C3H7O2S overall, from OMol25.

* LUMO level: 3.271 eV
* orbital gap: 7.29 eV

```
! RIJCOSX wB97M-V def2-TZVPD def2/J DEFGRID3
* xyz -1 1
C 1.66331 0.75903 0.52800
S 0.99453 -0.03862 2.01530
C -0.50047 -0.78333 1.33098
H 2.15186 1.70284 0.75081
H 2.24235 0.05299 -0.05238
H 0.80452 1.08825 -0.06535
H -0.33865 -1.78933 0.96432
H -1.04702 -0.23398 0.53984
H -1.30066 -0.59588 2.05534
O -1.64643 -0.22714 -3.13963
C -1.14390 0.01471 -2.01993
O -1.10901 1.02329 -1.31707
H -0.77042 -0.97283 -1.59023
*
```

B.
The following is a quantum chemistry calculation of a 2-piece molecular cluster, C3H7O2S overall, from OMol25.

* LUMO level: 3.094 eV
* orbital gap: 7.12 eV

```
! RIJCOSX wB97M-V def2-TZVPD def2/J DEFGRID3
* xyz -1 1
C -2.19953 -0.39712 -1.78530
S -2.27218 1.14986 -0.61258
C -0.47126 1.20881 -0.45013
H -1.64732 -0.21327 -2.74631
H -1.80662 -1.07805 -1.06076
H -3.30973 -0.52989 -2.20497
H -0.08198 1.15779 -1.55629
H 0.09354 0.41233 -0.05763
H -0.16187 2.30283 -0.07330
O 3.25751 -1.14940 2.28680
C 2.75903 -1.30728 1.11062
O 1.67655 -0.77732 0.66417
H 3.26698 -2.06223 0.64156
*
```

Most stable to least stable, the ends of the list are A and B.

A.
The following is a quantum chemistry calculation of a 2-piece molecular cluster, C3H7O2S overall, from OMol25.

* LUMO level: 3.286 eV
* orbital gap: 7.09 eV

```
! RIJCOSX wB97M-V def2-TZVPD def2/J DEFGRID3
* xyz -1 1
C -2.23435 -0.43042 -0.91705
S -1.26706 -1.74335 0.04659
C 0.47542 -1.21249 0.06575
H -1.89819 -0.39518 -1.94991
H -2.03681 0.43964 -0.29128
H -3.20059 -0.90927 -0.93758
H 0.95069 -1.16466 -0.91490
H 0.44585 -0.19801 0.43431
H 1.02849 -1.99700 0.60365
O 2.38597 0.99197 0.50610
C 1.59074 1.86780 0.06747
O 0.60606 2.47386 0.52702
H 2.12344 2.23956 -0.87025
*
```

B.
The following is a quantum chemistry calculation of a 2-piece molecular cluster, C3H7O2S overall, from OMol25.

* LUMO level: 3.092 eV
* orbital gap: 5.72 eV

```
! RIJCOSX wB97M-V def2-TZVPD def2/J DEFGRID3
* xyz -1 1
O 3.56821 -0.10601 0.57807
C 2.39210 -0.30726 0.26150
C 2.14237 -1.04473 -1.06207
C 0.63308 -1.17867 -1.48900
S -0.51215 -0.02908 -0.69924
H 1.75909 0.32306 0.87259
H 2.76859 -1.91143 -1.30220
H 2.47812 -0.26997 -1.76322
H 0.35377 -2.25434 -1.43064
H 0.61275 -0.99513 -2.57499
H -5.84782 1.28373 2.92770
H -5.18724 2.27606 2.08182
O -6.00496 2.16791 2.58781
*
```

Most stable to least stable, the ends of the list are A and B.

A.
The following is a quantum chemistry calculation of C2H2BrO2S2 as an isolated structure, from OMol25.

* LUMO level: 3.175 eV
* orbital gap: 7.87 eV

```
! RIJCOSX wB97M-V def2-TZVPD def2/J DEFGRID3
* xyz -1 1
C 0.09545 -1.10915 0.24429
C -0.47969 0.43533 -0.12394
O -0.13885 -2.06156 -0.47730
O 0.73478 -1.13367 1.32119
S -0.12788 0.98518 -1.81840
S 0.41560 1.63130 0.96567
Br -2.37607 0.46469 0.03677
H 1.06504 0.35534 -1.91796
H 0.81162 0.43254 1.76967
*
```

B.
The following is a quantum chemistry calculation of a 2-piece molecular cluster, C2H2BrO2S2 overall, from OMol25.

* LUMO level: 2.942 eV
* orbital gap: 7.17 eV

```
! RIJCOSX wB97M-V def2-TZVPD def2/J DEFGRID3
* xyz -1 1
C 0.01714 0.07899 0.27342
C -1.35960 0.27282 0.63687
O 0.42242 -0.23849 -0.82840
O 0.86027 0.17231 1.34566
S -2.42034 0.15864 -0.61656
S -1.70427 0.70160 2.22394
Br 2.44519 -0.86038 -3.00250
H 1.50656 -0.73705 -2.07529
H 0.23263 0.45155 2.04285
*
```

Most stable to least stable, the ends of the list are B and A.

A.
The following is a quantum chemistry calculation of a 2-piece molecular cluster, C2H5NS2 overall, from OMol25.

* LUMO level (spin up / spin down): -1.243 / -1.244 eV
* orbital gap (spin up / spin down): 7.41 / 7.41 eV

```
! RIJCOSX wB97M-V def2-TZVPD def2/J DEFGRID3
* xyz 0 1
C -1.86248 0.30301 0.59846
C -1.00446 -0.96522 0.68562
S 0.27226 -1.50077 1.49070
H -1.97678 0.79463 1.53505
H -2.83318 0.08372 0.16070
H -1.35861 1.09136 0.05235
H -1.57870 -1.73935 0.18795
N 3.88250 0.61034 -1.87478
S 2.67101 1.51985 -1.59163
H 3.78844 -0.19756 -1.24442
*
```

B.
The following is a quantum chemistry calculation of a 2-piece molecular cluster, C2H5NS2 overall, from OMol25.

* LUMO level (spin up / spin down): 0.346 / -1.617 eV
* orbital gap (spin up / spin down): 9.04 / 6.04 eV

```
! RIJCOSX wB97M-V def2-TZVPD def2/J DEFGRID3
* xyz 0 1
C 2.88957 -0.61962 -0.11754
C -2.70926 -0.21248 -0.15477
N 3.71829 0.26646 0.13405
S -0.91100 0.10860 0.20619
S -0.59975 2.01533 0.54967
H 1.85694 -0.57286 -0.47035
H 4.69888 0.07362 0.51764
H -2.93711 0.15713 -1.05374
H -3.37644 0.08850 0.51902
H -2.63012 -1.30469 -0.13017
*
```

Most stable to least stable, the ends of the list are A and B.

A.
The following is a quantum chemistry calculation of a 2-piece molecular cluster, C2H5NS2 overall, from OMol25.

* LUMO level: 0.750 eV
* orbital gap: 9.50 eV

```
! RIJCOSX wB97M-V def2-TZVPD def2/J DEFGRID3
* xyz 0 1
C 2.15047 -0.49560 0.07109
C -1.35380 0.41731 0.03533
N 2.66046 -0.48469 -0.94920
S -1.47219 -1.37633 0.63864
S -0.18840 1.67563 0.76997
H 0.97322 0.74432 0.61845
H -1.09603 0.29651 -1.09948
H -2.42020 0.79231 0.05273
H 2.96985 -0.48704 -1.96079
H -2.22338 -1.08242 1.82326
*
```

B.
The following is a quantum chemistry calculation of one molecule with the formula C2H5NS2, from OMol25.

* LUMO level: 0.501 eV
* orbital gap: 9.25 eV

```
! RIJCOSX wB97M-V def2-TZVPD def2/J DEFGRID3
* xyz 0 1
C -1.43299 -0.04535 1.06420
S 0.22911 0.72270 0.83615
C 0.24780 -0.02263 -0.67844
N 1.01445 -0.28533 -1.62124
S 2.70862 0.26806 -1.67737
H -1.67978 -0.02561 2.16288
H -2.40739 0.43907 0.55370
H -1.01585 -1.25089 0.71944
H -0.86052 -0.31906 -1.01864
H 3.19656 0.51904 -0.34067
*
```

Most stable to least stable, the ends of the list are A and B.

A.
The following is a quantum chemistry calculation of an isolated ion of composition C4H7N2 and charge +1, from OMol25.

* LUMO level (spin up / spin down): -5.498 / -5.499 eV
* orbital gap (spin up / spin down): 7.13 / 7.13 eV

```
! RIJCOSX wB97M-V def2-TZVPD def2/J DEFGRID3
* xyz 1 1
C -0.73177 -1.08148 0.23200
C 0.68997 -1.09823 -0.08936
C 0.83430 1.29183 0.43892
C -2.01944 0.93624 -0.14486
N -1.57769 -0.19411 -0.08619
N 1.02340 0.26142 -0.36419
H -1.19761 -1.87117 0.90609
H 1.23476 -1.35446 0.71990
H 1.05053 -1.78734 -0.92691
H 1.14752 2.25632 0.21594
H 0.62068 0.93953 1.43635
H -2.45356 1.35592 -1.01473
H 1.37889 0.34555 -1.32295
*
```

B.
The following is a quantum chemistry calculation of an isolated ion of composition C4H7N2 and charge +1, from OMol25.

* LUMO level: -3.541 eV
* orbital gap: 10.89 eV

```
! RIJCOSX wB97M-V def2-TZVPD def2/J DEFGRID3
* xyz 1 1
C -1.69915 -0.22517 -0.86220
C -0.43599 -0.09141 -0.10267
C 0.06137 -0.63679 1.03258
N 1.32700 -0.14518 1.22134
C 1.60730 0.73543 0.26055
N 0.57071 0.75617 -0.56053
H -2.49090 -0.64293 -0.23866
H -1.63390 -0.96411 -1.67025
H -1.99918 0.75602 -1.22445
H -0.43852 -1.36857 1.63842
H 2.03615 -0.54350 1.82054
H 2.62756 1.00483 0.04995
H 0.46755 1.36523 -1.36464
*
```

C.
The following is a quantum chemistry calculation of a 2-piece molecular cluster, C4H7N2 overall, from OMol25.

* LUMO level (spin up / spin down): -6.384 / -5.830 eV
* orbital gap (spin up / spin down): 7.94 / 8.34 eV

```
! RIJCOSX wB97M-V def2-TZVPD def2/J DEFGRID3
* xyz 1 1
C 2.91627 -0.06817 0.77737
C 1.03217 0.48647 -0.71390
C -1.88165 -0.17434 -0.34210
C -1.41496 0.52125 0.83394
N 1.99978 0.27431 -0.00898
N -0.66527 -0.55472 0.27055
H 2.94631 0.81985 1.47276
H 3.55968 -0.91179 0.78831
H 0.66949 0.90660 -1.68744
H -2.69149 -1.01265 -0.37563
H -1.83548 0.21298 -1.31996
H -0.88046 1.58323 0.76179
H -1.78785 0.36867 1.89807
*
```

D.
The following is a quantum chemistry calculation of an isolated ion of composition C4H7N2 and charge +1, from OMol25.

* LUMO level: -3.969 eV
* orbital gap: 12.03 eV

```
! RIJCOSX wB97M-V def2-TZVPD def2/J DEFGRID3
* xyz 1 1
C -1.35430 0.19382 1.46228
N -0.42509 1.03876 1.26244
N 0.08456 0.27483 0.09283
C -0.94131 -0.74808 0.33623
C 0.66360 0.63488 -1.17898
C 1.59429 -0.13287 -0.26407
H -2.37691 0.13363 1.90869
H -0.44069 -1.72596 0.49846
H -1.65164 -0.77446 -0.55370
H 0.82233 1.63695 -1.31639
H 0.16659 0.09889 -2.11211
H 1.59925 -1.23649 -0.35525
H 2.25932 0.60610 0.21957
*
```

Most stable to least stable, the ends of the list are B and C.

A.
The following is a quantum chemistry calculation of an isolated ion of composition C4H7N2 and charge +1, from OMol25.

* LUMO level: -5.472 eV
* orbital gap: 10.22 eV

```
! RIJCOSX wB97M-V def2-TZVPD def2/J DEFGRID3
* xyz 1 1
N -1.45058 0.97172 -1.31666
C -0.55614 0.47599 -0.47892
C 0.18021 -0.91014 -0.49025
C 1.01797 -0.74983 0.74249
C 0.50482 0.49053 1.46700
N -0.33846 1.15215 0.68375
H -1.67868 0.67045 -2.28885
H -1.78774 1.79108 -0.91984
H -0.64916 -1.63524 -0.36899
H 0.87840 -0.89143 -1.39854
H 2.02388 -0.59698 0.52218
H 1.12749 -1.56648 1.45766
H 0.72797 0.79821 2.38896
*
```

B.
The following is a quantum chemistry calculation of an isolated ion of composition C4H7N2 and charge +1, from OMol25.

* LUMO level: -3.551 eV
* orbital gap: 10.85 eV

```
! RIJCOSX wB97M-V def2-TZVPD def2/J DEFGRID3
* xyz 1 1
C -0.58971 -1.21851 0.11174
C 0.67240 -0.79237 -0.56740
C 0.59184 0.82823 -0.55686
C -1.05139 -0.02307 -0.63858
N 1.49946 0.07237 0.19479
N -0.69593 1.18210 0.10097
H -1.17476 -1.98274 -0.33504
H -0.47809 -1.17729 1.15264
H 1.02298 -1.26100 -1.53889
H 0.99804 1.14480 -1.46236
H 1.27993 0.13688 1.17580
H -0.55747 1.06752 1.06956
H -1.19350 1.98236 -0.23778
*
```

Most stable to least stable, the ends of the list are A and B.